{
  "formula": "C10H26CuN2O6",
  "method": "ωB97M-V/def2-TZVPD",
  "elements": ["C", "H", "H", "H", "H", "H", "H", "Cu", "H", "H", "O", "C", "H", "H", "H", "C", "C", "C", "H", "C", "N", "H", "H", "H", "O", "H", "O", "H", "H", "N", "C", "O", "H", "H", "C", "H", "H", "H", "C", "H", "H", "C", "O", "O", "H"],
  "xyz": [[-1.385, 2.635, 1.479], [-3.172, -1.895, 1.279], [-3.860, -0.205, 0.957], [1.138, -4.490, 0.733], [1.433, 0.467, -2.689], [0.131, -1.659, -1.419], [0.733, 2.685, -0.730], [-0.653, 0.486, 0.056], [1.301, -3.886, -0.807], [3.782, 1.202, 0.414], [-2.120, 2.002, 0.751], [0.156, -1.951, 1.847], [-2.010, 0.220, 3.083], [-0.629, -3.077, 0.075], [2.407, 2.667, -1.509], [0.907, 1.373, -2.386], [-3.302, -1.065, 0.585], [0.252, -2.505, 0.366], [-0.814, 0.528, -2.854], [2.811, 1.521, 0.790], [-0.482, 1.095, -2.087], [0.538, 1.843, -4.479], [1.047, -1.641, 2.394], [-4.062, -1.607, 0.022], [-0.740, -0.779, 1.789], [2.381, -3.306, 0.524], [-0.269, 2.139, 1.538], [0.427, 3.270, -3.439], [2.635, 1.100, 1.780], [0.525, -1.393, -0.528], [1.361, -3.550, 0.228], [-2.322, -0.897, -0.425], [-0.920, 2.001, -2.177], [1.480, -1.654, -0.727], [-1.205, -0.514, 3.070], [1.965, 2.520, -3.915], [3.013, 2.558, 1.059], [-2.652, -1.111, -1.300], [0.944, 2.322, -3.588], [-0.326, -2.681, 2.498], [-1.690, -1.330, 3.605], [1.515, 2.108, -1.224], [-1.691, 3.756, 1.730], [1.829, 1.112, -0.182], [-0.409, -0.417, 3.809]],
  "forces_ev_per_angstrom": [[1.27, 2.05, -1.20], [1.25, 0.66, 0.67], [1.03, 0.41, 0.22], [-0.25, 0.02, 0.56], [0.09, -0.13, 0.48], [-0.93, 0.13, -0.81], [0.15, 0.85, -0.31], [-0.60, 1.45, 0.33], [0.53, 0.24, -0.29], [0.25, -0.42, 0.09], [-4.96, -5.50, -4.22], [-1.87, 0.51, -1.30], [0.78, 0.67, -0.26], [-0.53, 0.63, 0.33], [0.00, 0.11, 0.11], [0.24, 1.42, -1.02], [-2.36, -1.92, -1.99], [0.93, -0.31, 2.33], [-0.65, -0.53, -0.10], [0.44, -0.38, -0.32], [0.16, -0.16, 0.48], [-0.50, -0.11, 0.11], [0.59, 0.02, -0.64], [-0.96, 0.13, -0.12], [0.83, -2.04, 0.92], [-0.06, 0.55, -0.18], [5.53, -2.53, 1.48], [-0.03, -0.01, 0.23], [-0.41, -0.58, -0.32], [0.45, -0.84, 0.01], [-0.46, -1.16, -0.06], [0.99, 0.63, 1.41], [-0.72, 0.05, 0.17], [0.83, 1.45, -0.26], [-0.69, -0.18, 1.39], [0.29, 0.30, 0.29], [-1.04, 0.66, -0.74], [-0.26, -0.10, -0.41], [0.74, -0.35, -0.95], [-0.16, -0.32, -0.07], [-0.54, -1.18, -0.79], [0.29, -1.69, 1.86], [-1.11, 4.87, 2.99], [0.93, 1.35, 0.09], [0.50, 1.31, -0.22]],
  "charge": -1,
  "gap_ev": [2.88, 6.93],
  "e_homo_ev": [0.0, -4.1],
  "multiplicity": 3,
  "s2": 2.009
}


{
  "formula": "C10H27AgO6S3",
  "method": "ωB97M-V/def2-TZVPD",
  "elements": ["H", "C", "O", "H", "H", "H", "C", "O", "C", "H", "H", "H", "H", "C", "H", "H", "H", "O", "H", "Ag", "H", "H", "H", "C", "H", "H", "H", "S", "C", "H", "H", "H", "C", "O", "O", "H", "C", "H", "H", "H", "C", "H", "C", "O", "S", "H", "S"],
  "xyz": [[-4.493, -0.333, 3.959], [-0.099, 4.299, -2.069], [1.559, -0.761, -1.039], [2.486, 1.512, 4.245], [-4.214, -2.401, -0.881], [-2.798, -1.014, 2.176], [1.899, 1.285, 1.556], [0.641, -0.928, 2.491], [1.720, 0.741, 4.154], [2.884, -3.197, -2.481], [0.715, 1.168, 4.159], [3.655, 1.237, -1.892], [-2.120, -0.462, 3.734], [-2.651, -0.098, 2.811], [-3.953, 1.340, 3.797], [1.817, 0.042, 4.986], [-3.310, -2.935, -2.303], [-0.337, 2.188, -0.624], [0.367, 2.198, -2.541], [-0.376, 0.081, 0.581], [-0.393, -2.745, -2.297], [-1.077, -4.265, -1.643], [-1.005, 4.271, -2.746], [0.284, 2.852, -1.608], [3.624, -2.083, -3.587], [1.933, 1.006, 0.505], [-3.484, -4.083, -0.922], [1.937, -0.178, 2.632], [2.798, -2.188, -2.884], [2.840, 1.793, 1.805], [2.435, 0.722, -3.059], [0.140, -3.484, -0.701], [-0.672, -3.276, -1.394], [-0.347, 5.207, -1.113], [-1.794, -0.970, -0.891], [1.833, -2.020, -3.360], [-4.033, 0.391, 3.263], [1.399, 3.002, -1.384], [1.034, 1.937, 1.719], [4.066, 0.180, -3.322], [3.349, 0.418, -2.537], [0.767, 4.570, -2.751], [-3.402, -3.039, -1.221], [-1.931, 0.870, 2.198], [2.933, -1.004, -1.510], [-4.714, 0.526, 2.418], [-1.910, -2.374, -0.430]],
  "forces_ev_per_angstrom": [[-0.04, -0.02, -0.09], [-1.19, 0.70, 0.45], [-0.34, -0.39, 0.25], [-0.04, 0.03, -0.04], [-0.10, -0.21, 0.20], [-0.18, -0.09, 0.12], [0.66, 0.07, 0.34], [0.77, -0.43, 0.10], [0.12, 0.05, 0.44], [-0.35, 0.02, 0.11], [0.00, 0.01, -0.22], [0.06, 0.02, -0.04], [-0.20, -0.28, 0.03], [0.72, 0.55, 0.08], [0.15, 0.05, -0.11], [-0.01, -0.04, -0.04], [0.03, -0.06, -0.02], [-0.32, -0.15, 0.30], [-0.20, 0.34, -0.42], [-0.88, 1.70, -0.17], [0.04, 0.29, 0.15], [-0.08, 0.10, -0.13], [0.08, -0.60, -0.27], [1.34, -1.03, 0.09], [-0.06, 0.23, -0.04], [-0.11, -0.12, 0.01], [-0.30, 0.01, 0.02], [-0.66, 0.47, -0.32], [0.35, -0.25, 0.09], [-0.10, 0.15, -0.03], [-0.18, 0.06, 0.34], [0.36, 0.46, -0.26], [-0.40, -1.25, 0.47], [0.63, 0.15, 0.06], [-0.63, -0.31, -0.44], [0.01, 0.01, -0.05], [-0.40, -0.35, 0.28], [0.15, 0.04, 0.27], [-0.07, -0.12, 0.04], [0.39, -0.06, 0.35], [-0.47, 0.10, -0.47], [0.12, -0.16, -0.19], [0.52, 0.23, -0.27], [0.02, -0.36, -0.13], [0.65, 0.13, -0.61], [0.09, 0.10, -0.05], [0.05, 0.22, -0.16]],
  "charge": -2,
  "de_lowest_kj_mol": 148.19,
  "gap_ev": 2.04,
  "e_homo_ev": 1.7
}


{
  "formula": "C10H27B2O7",
  "method": "ωB97M-V/def2-TZVPD",
  "elements": ["H", "O", "O", "C", "O", "O", "H", "O", "H", "C", "C", "H", "H", "H", "C", "C", "H", "H", "H", "H", "C", "B", "H", "H", "C", "H", "C", "H", "O", "H", "C", "B", "H", "O", "H", "H", "H", "H", "H", "H", "H", "H", "C", "H", "H", "H"],
  "xyz": [[-4.671, -5.352, -0.946], [4.424, 3.361, 3.077], [1.709, 3.322, 4.145], [-1.422, -3.221, 1.177], [3.817, 1.002, 2.623], [3.718, 1.355, 0.262], [5.521, 1.224, 1.339], [0.829, 2.608, 1.770], [-2.484, -1.365, 1.138], [1.013, 1.176, -1.238], [-0.868, 0.711, -3.508], [-2.405, -4.310, -1.093], [-3.553, -3.504, -2.143], [1.863, 1.539, -1.827], [3.656, 2.751, 0.727], [3.491, 2.443, 2.362], [0.031, 0.087, -3.509], [-3.517, -2.740, 1.475], [-1.082, 1.657, -0.941], [-2.937, 0.609, -2.886], [-2.669, -2.409, 0.868], [1.915, 2.814, 2.749], [0.694, 3.401, 1.172], [4.834, 2.820, 3.815], [-2.034, -0.009, -2.850], [-4.269, -4.630, 0.617], [-3.304, -3.686, -1.093], [-0.573, -2.858, 0.588], [-0.587, 1.981, -2.930], [-0.049, 3.032, -1.277], [-0.233, 1.987, -1.548], [4.480, 0.646, 1.319], [1.264, 1.255, -0.175], [-3.022, -2.416, -0.514], [-1.172, -3.142, 2.240], [1.238, 4.208, 4.125], [-1.556, -4.279, 0.943], [-1.834, -0.233, -1.799], [0.880, 0.117, -1.472], [-1.118, 0.893, -4.558], [-5.372, -3.788, -0.471], [2.825, 3.469, 0.296], [-4.469, -4.406, -0.434], [-2.235, -0.955, -3.362], [4.680, 3.327, 0.714], [4.553, -0.492, 1.032]],
  "forces_ev_per_angstrom": [[0.03, 0.11, 0.03], [-0.27, -1.90, 0.43], [-0.71, 0.79, -3.21], [0.11, -0.08, -0.07], [-1.23, 3.29, -0.78], [-0.87, 2.94, -0.49], [1.42, 0.01, 0.09], [1.29, 2.18, 1.21], [-0.09, -0.09, -0.27], [-0.09, 0.04, 0.01], [-0.02, 0.14, 0.18], [-0.01, -0.06, 0.07], [0.10, 0.21, 0.14], [-0.09, -0.04, 0.21], [1.17, -1.27, 1.98], [-0.56, -0.25, 0.04], [-0.01, -0.06, 0.10], [-0.02, -0.09, 0.04], [-0.04, -0.07, 0.04], [0.08, -0.05, -0.05], [0.14, -0.03, -0.08], [0.19, -0.14, 1.20], [0.36, -1.52, 1.07], [-0.90, 0.72, -1.41], [0.00, 0.00, 0.18], [0.03, -0.06, -0.08], [-0.02, 0.15, 0.15], [-0.12, 0.01, 0.14], [-0.21, 0.16, -0.34], [-0.10, 0.00, -0.28], [0.30, -0.38, 0.04], [0.09, 1.05, -0.27], [0.08, -0.03, -0.31], [-0.08, 0.01, -0.09], [-0.02, 0.03, -0.17], [0.49, -1.79, 0.08], [-0.03, 0.01, 0.09], [-0.01, -0.10, -0.14], [-0.04, 0.00, 0.07], [0.09, 0.23, 0.10], [0.10, -0.06, -0.05], [1.36, -1.84, 0.52], [-0.09, -0.04, 0.14], [0.02, 0.09, 0.06], [-1.64, -1.18, -0.48], [-0.14, -1.07, 0.14]],
  "charge": -1,
  "gap_ev": 6.71,
  "e_homo_ev": -4.1
}


{
  "formula": "C10H27Cl2ErOP",
  "method": "ωB97M-V/def2-TZVPD",
  "elements": ["H", "H", "H", "H", "H", "H", "H", "H", "C", "C", "P", "H", "H", "H", "H", "Cl", "C", "H", "C", "H", "C", "H", "C", "C", "H", "H", "H", "Cl", "C", "H", "C", "H", "H", "H", "H", "H", "Er", "H", "C", "H", "H", "O"],
  "xyz": [[-2.453, 4.317, -0.684], [2.557, 4.133, -4.082], [-0.009, 3.305, 2.212], [-0.134, -1.263, 3.320], [-0.547, -3.570, -0.572], [0.761, -1.639, -0.390], [1.312, 1.273, -3.585], [0.128, -4.100, 2.115], [-1.323, 3.387, -2.332], [-1.615, 2.366, -3.444], [0.182, 2.841, -1.406], [-0.784, 2.235, -4.146], [-0.809, 2.210, 1.081], [1.560, 5.172, -3.059], [-1.843, 1.388, -2.996], [-1.915, -0.319, 0.633], [0.475, 5.284, 0.000], [-3.435, 3.716, -2.024], [2.099, 1.700, -2.946], [-0.405, -5.192, 0.223], [-0.518, 3.260, 1.241], [2.270, 1.004, -2.113], [0.444, 3.765, 0.154], [1.629, 4.165, -3.495], [-2.718, 2.562, -0.883], [-1.845, -4.137, 0.501], [-1.057, 4.369, -2.759], [2.114, 0.305, 1.622], [-0.768, -4.164, 0.315], [-2.491, 2.683, -4.022], [-2.546, 3.507, -1.416], [1.384, 5.612, -0.524], [1.459, 3.432, 0.437], [-0.401, 5.685, -0.527], [2.450, 3.409, -1.673], [3.020, 1.771, -3.536], [0.230, -1.278, 1.431], [0.793, 4.026, -4.190], [1.700, 3.088, -2.415], [0.499, 5.733, 0.998], [-1.428, 3.870, 1.300], [-0.103, -3.496, 1.394]],
  "forces_ev_per_angstrom": [[0.05, -0.18, -0.09], [-0.13, 0.09, -0.08], [-0.20, 0.06, -0.10], [-0.15, -0.65, 1.56], [0.11, -0.13, -0.02], [0.47, -0.86, -1.25], [0.18, 0.10, 0.18], [-0.32, 0.29, -0.22], [0.53, 0.89, -0.17], [-0.02, -0.01, 0.13], [-0.43, -2.56, 0.80], [-0.06, 0.04, 0.16], [0.10, 0.39, 0.00], [-0.13, -0.23, -0.08], [0.15, 0.23, -0.08], [-0.63, 0.13, -0.10], [0.13, 0.22, 0.43], [0.08, -0.03, 0.05], [0.17, 0.09, -0.02], [-0.05, 0.16, -0.08], [0.10, -0.03, 0.23], [-0.16, 0.18, -0.25], [0.03, 0.39, -0.39], [0.40, 0.08, -0.15], [0.08, 0.21, -0.04], [0.09, -0.17, -0.04], [-0.56, -0.07, -0.20], [0.67, 0.58, 0.14], [-0.26, 0.06, -0.01], [0.05, 0.02, 0.03], [0.06, -0.03, -0.03], [-0.24, -0.06, -0.01], [-0.34, -0.02, -0.11], [0.13, -0.15, 0.09], [-0.11, -0.16, -0.20], [-0.01, -0.02, -0.03], [-0.20, 1.90, -0.58], [0.10, -0.02, 0.14], [-0.09, 0.40, -0.02], [0.00, 0.21, -0.04], [0.15, -0.12, -0.05], [0.25, -1.23, 0.50]],
  "charge": -1,
  "gap_ev": [6.14, 6.11],
  "e_homo_ev": [-3.5, -3.5],
  "multiplicity": 4,
  "s2": 3.752
}


{
  "formula": "C10H27ClGaIN2O2P2",
  "method": "ωB97M-V/def2-TZVPD",
  "elements": ["H", "H", "C", "C", "P", "H", "I", "H", "H", "H", "H", "H", "P", "H", "H", "C", "H", "H", "O", "C", "H", "H", "H", "H", "H", "Ga", "H", "C", "C", "H", "H", "H", "N", "H", "H", "H", "Cl", "C", "C", "H", "O", "C", "H", "N", "H", "C"],
  "xyz": [[-2.274, -0.134, 1.758], [0.260, 3.097, 1.109], [0.097, 0.864, 2.942], [-2.423, 1.379, 0.393], [-0.673, -1.524, -1.663], [-2.621, -1.199, -0.197], [3.547, -0.818, -1.608], [0.731, -2.895, -3.083], [-0.555, 0.084, -3.460], [-3.825, 0.634, 1.717], [3.756, 0.789, 1.838], [4.135, -4.181, 0.672], [1.356, 0.984, 1.630], [-2.795, 4.410, -0.100], [5.245, -2.864, 0.197], [-1.374, -0.477, -2.995], [2.913, -0.171, 3.075], [-1.870, -1.101, -3.750], [2.160, -2.431, 0.548], [3.186, -2.428, -0.107], [-1.880, -2.808, 0.000], [-0.021, -0.188, 3.233], [-0.036, -3.860, -1.802], [-1.873, 3.348, -1.194], [4.451, -3.849, -1.055], [1.041, -0.086, -0.579], [1.801, 3.336, 2.028], [-0.201, -3.056, -2.531], [2.917, 0.788, 2.541], [-2.085, 0.250, -2.579], [-2.914, -2.446, -1.426], [-4.205, 2.351, 0.433], [-3.277, 2.352, 0.014], [3.024, 1.630, 3.242], [0.394, 1.471, 3.808], [1.816, 2.929, 0.276], [1.119, 1.640, -1.992], [-2.160, -2.040, -0.733], [1.302, 2.771, 1.231], [-3.570, 3.720, -1.554], [-1.260, 1.281, -0.055], [-2.858, 3.521, -0.744], [-0.868, 1.250, 2.593], [-2.958, 0.412, 1.237], [-0.996, -3.339, -3.240], [4.319, -3.394, -0.064]],
  "forces_ev_per_angstrom": [[-0.51, 0.26, -0.22], [0.35, -0.19, 0.04], [-0.40, -0.60, -0.19], [-0.24, -0.33, -0.24], [-1.19, 0.03, -0.59], [0.26, -0.28, -0.29], [-0.49, -0.31, 0.58], [-0.14, -0.08, -0.04], [-0.27, -0.10, -0.05], [0.36, -0.22, 0.01], [-0.02, 0.08, 0.16], [-0.13, 0.19, -0.07], [-0.30, 1.25, 0.34], [-0.06, -0.28, -0.16], [-0.20, -0.04, -0.16], [0.42, 0.34, 0.13], [0.05, 0.28, -0.03], [0.12, 0.04, 0.32], [2.30, 0.56, -1.90], [-1.62, -0.71, 1.58], [-0.15, 0.08, -0.17], [0.00, 0.30, 0.18], [-0.09, 0.15, -0.22], [-0.30, -0.12, 0.21], [0.00, 0.21, 0.15], [-0.94, 1.01, -0.40], [-0.16, -0.18, -0.15], [0.61, 0.02, 0.25], [0.15, -0.49, -0.34], [0.26, -0.24, -0.03], [0.46, 0.05, 0.06], [0.42, 0.13, -0.25], [0.14, -0.31, 0.43], [-0.10, -0.36, -0.22], [0.18, -0.25, -0.27], [-0.04, 0.17, 0.26], [0.06, -0.45, 0.36], [0.18, 0.11, 0.52], [0.07, -0.19, -0.44], [0.15, -0.05, 0.24], [-0.31, -0.26, 0.56], [0.07, 0.45, -0.37], [0.36, -0.09, -0.03], [0.31, 0.51, 0.03], [0.23, 0.17, 0.36], [0.15, -0.24, 0.10]],
  "charge": 2,
  "de_lowest_kj_mol": 0.00,
  "gap_ev": 8.36,
  "e_homo_ev": -15.4
}


{
  "formula": "C10H27INO4",
  "method": "ωB97M-V/def2-TZVPD",
  "elements": ["H", "O", "C", "C", "H", "H", "H", "H", "O", "I", "C", "H", "C", "C", "H", "H", "H", "C", "H", "C", "H", "H", "H", "H", "C", "H", "H", "H", "H", "N", "O", "H", "H", "C", "C", "H", "H", "O", "H", "H", "H", "H", "H"],
  "xyz": [[20.862, 22.817, 32.106], [21.878, 21.072, 32.563], [26.542, 18.387, 31.027], [22.815, 20.481, 38.186], [24.989, 13.374, 34.396], [21.834, 20.034, 38.349], [19.944, 21.272, 32.037], [25.070, 19.655, 35.079], [24.507, 14.986, 35.653], [23.137, 17.474, 33.481], [25.420, 14.186, 34.982], [25.864, 21.264, 35.105], [24.930, 20.722, 35.251], [27.439, 17.912, 32.152], [28.432, 18.354, 32.066], [27.015, 18.314, 30.048], [25.146, 20.488, 37.254], [24.318, 21.087, 32.946], [27.928, 16.084, 31.236], [20.890, 21.767, 31.816], [25.922, 17.924, 33.332], [26.017, 13.803, 35.809], [22.605, 21.528, 38.403], [23.118, 22.607, 31.901], [27.511, 16.393, 32.195], [26.050, 14.796, 34.334], [28.230, 16.011, 32.919], [25.628, 17.795, 30.978], [24.321, 22.051, 36.886], [23.996, 21.368, 34.330], [23.182, 20.245, 36.829], [23.472, 19.988, 38.903], [24.153, 22.362, 34.408], [24.394, 20.990, 36.646], [23.135, 21.527, 32.053], [26.506, 15.984, 32.300], [23.389, 21.221, 31.038], [26.814, 18.278, 33.315], [26.182, 19.403, 31.194], [24.517, 20.032, 32.758], [21.016, 21.635, 30.741], [24.130, 15.495, 34.932], [25.220, 21.680, 32.791]],
  "forces_ev_per_angstrom": [[-0.05, 0.12, -0.15], [1.06, 0.59, -1.34], [-0.03, 0.04, -0.89], [-1.61, -0.87, -0.31], [-0.19, -0.14, 0.05], [-0.05, -0.35, -0.21], [-0.12, 0.27, 0.23], [-0.18, 0.10, -0.14], [-1.09, 0.58, -0.40], [-0.19, 0.10, -0.08], [1.29, -0.43, 0.70], [0.80, -0.51, 0.46], [-0.94, 1.90, -0.04], [-0.90, -1.21, -0.89], [-0.03, 0.15, 0.36], [0.02, 0.09, -0.08], [0.18, 0.46, 0.83], [-1.05, 0.65, 0.04], [-0.20, -0.43, -0.26], [-0.63, -1.04, 0.45], [-0.12, -0.14, -0.08], [0.42, -0.52, -0.50], [0.69, 0.29, 0.00], [-0.10, 0.48, 0.66], [1.19, 0.07, -1.39], [0.27, -0.10, -0.13], [-0.39, 0.14, 0.40], [-0.04, -0.33, 0.09], [-0.26, 0.05, -0.02], [-0.44, -1.18, -0.20], [0.56, 1.42, 1.02], [0.43, 0.34, -0.01], [-0.31, 0.19, 0.42], [0.88, -2.26, -0.69], [1.07, 0.01, 0.46], [0.11, -0.13, 0.14], [-0.53, -0.77, -0.35], [0.02, 1.61, 2.57], [0.42, 0.16, 0.01], [0.08, 0.05, 0.30], [0.30, 0.25, -0.19], [-0.64, 0.51, 0.45], [0.32, -0.21, -1.26]],
  "charge": 0,
  "gap_ev": [9.12, 5.05],
  "e_homo_ev": [-8.6, -8.6],
  "multiplicity": 2,
  "s2": 0.753
}